1.
Molecular formula: C40H36N11NaO2S
Method: DFT, wB97M-V/def2-TZVPD

```
91
Properties=species:S:1:pos:R:3:forces:R:3
Na -0.52743 -0.64685 0.17614 0.6 0.3 0.3
O -1.23133 -4.98173 0.76399 0.0 0.0 -0.1
C -0.70278 -3.91890 0.43083 0.2 0.0 0.1
N -1.23122 -2.81369 -0.08754 -0.2 -0.1 -0.3
C -2.41550 -2.77525 -0.75872 -0.1 0.1 0.1
O -2.90562 -3.62937 -1.48228 0.0 -0.1 0.0
C -3.12840 -1.42456 -0.64823 0.0 -0.2 0.0
C -3.95035 -1.00687 -1.68339 0.0 0.0 0.0
C -4.55493 0.23506 -1.58892 0.0 0.0 0.0
C -4.35221 0.99424 -0.44933 0.0 0.0 0.0
C -3.53270 0.48600 0.54540 0.0 0.1 0.0
N -2.91836 -0.68910 0.44915 -0.1 -0.2 0.0
C 0.79976 -3.77164 0.71017 -0.1 0.0 0.0
C 1.55509 -4.92990 0.87120 0.0 0.0 0.0
C 2.92280 -4.81674 1.04464 0.0 0.0 0.0
C 3.49389 -3.55269 1.06806 0.0 0.0 0.0
C 2.65890 -2.45569 0.92100 0.0 0.0 0.1
N 1.34591 -2.55334 0.74643 -0.1 0.0 -0.1
H -4.05443 -1.64054 -2.55205 0.0 0.0 0.0
H -5.15079 0.61725 -2.40854 0.0 0.0 0.0
H -4.77386 1.98420 -0.33983 0.0 0.0 0.0
H -3.32368 1.07325 1.43345 0.0 0.0 0.0
H 1.03875 -5.87922 0.85305 0.0 0.0 0.0
H 3.53731 -5.70259 1.15951 0.0 0.0 0.0
H 4.55888 -3.40944 1.19691 0.0 0.0 0.0
H 3.06157 -1.44825 0.93582 0.0 0.0 0.0
N 1.71338 -0.25293 3.41180 0.1 0.0 -0.1
C 1.66189 -1.36914 4.18305 -0.1 0.0 0.1
C 2.66508 -1.73983 5.05762 0.0 0.0 0.0
C 2.51080 -2.85423 5.90287 0.0 0.0 0.0
C 1.36952 -3.60575 5.89708 0.0 0.0 0.0
C 0.32987 -3.27147 4.99189 0.0 -0.1 0.0
C -0.87372 -4.01174 4.88739 0.0 0.0 0.0
C -1.81263 -3.65314 3.96919 0.0 0.0 -0.1
C -1.55385 -2.55065 3.11918 0.0 -0.1 0.0
N -0.45154 -1.85428 3.18237 -0.1 0.3 0.2
C 0.47494 -2.17619 4.12145 0.0 -0.1 -0.1
H 2.59355 0.19873 3.24832 0.0 0.0 0.0
H 0.96868 -0.09294 2.74699 0.0 0.0 0.0
H 3.57163 -1.14740 5.10671 0.0 0.0 0.0
H 3.31972 -3.10546 6.57978 0.0 0.0 0.0
H 1.24806 -4.45665 6.55644 0.0 0.0 0.0
H -1.02211 -4.86786 5.53683 0.0 0.0 0.0
H -2.73161 -4.20932 3.84555 0.0 0.0 0.0
H -2.25866 -2.26563 2.34583 0.0 0.0 0.0
S -0.13832 1.92664 1.64340 0.0 -0.1 0.1
C -1.15910 2.86948 0.46367 -0.3 0.0 0.0
N -1.66484 3.96503 1.06254 0.1 0.1 -0.1
N -2.40906 4.69993 0.09871 -0.1 -0.1 0.0
C -1.84527 5.79829 -0.48286 0.0 0.1 0.1
C -2.40527 6.35262 -1.65219 0.0 0.0 0.0
C -1.89719 7.50986 -2.20554 0.0 0.0 0.0
C -0.81503 8.17152 -1.62728 0.0 0.0 0.0
C -0.25091 7.62080 -0.48168 0.1 0.0 0.0
C -0.74176 6.45933 0.08796 0.0 0.0 0.0
N -1.35260 2.48601 -0.75704 0.1 -0.1 0.0
N -0.86279 1.23102 -1.14811 0.0 0.1 -0.2
C -1.05399 1.00453 -2.45438 -0.1 -0.1 0.0
C -0.75227 -0.29330 -2.98202 0.0 0.0 0.0
C -0.96832 -0.62298 -4.29836 0.0 0.0 0.0
C -1.49643 0.30107 -5.21018 0.0 -0.1 0.0
C -1.78452 1.57449 -4.72429 0.0 0.1 0.0
C -1.57776 1.93551 -3.40583 0.0 0.0 0.0
H -2.88336 4.09538 -0.56935 0.1 0.0 0.0
H -3.23656 5.83992 -2.12440 0.0 0.0 0.0
H -2.34662 7.89875 -3.11382 0.0 0.0 0.0
H -0.41387 9.07512 -2.06963 0.0 0.0 0.0
H 0.60529 8.10468 -0.02095 0.0 0.0 0.0
H -0.29927 6.01949 0.97048 0.0 0.0 0.0
H -0.33682 -1.04449 -2.31546 -0.1 0.1 -0.1
H -0.72622 -1.63101 -4.62376 0.0 0.0 0.0
H -1.66757 0.03756 -6.24703 0.0 0.0 0.0
H -2.18555 2.32430 -5.40363 0.0 0.0 0.0
H -1.80856 2.93560 -3.06761 0.0 0.0 0.0
N 2.05719 -2.86288 -2.37043 0.0 0.0 0.0
C 2.80939 -1.71533 -2.39098 0.0 0.0 0.0
C 4.07562 -1.67870 -2.99796 0.0 0.0 0.0
C 4.72139 -0.46382 -3.08252 0.0 0.0 0.0
C 4.10824 0.68111 -2.58449 0.0 0.0 0.0
C 2.86981 0.53200 -1.98033 0.0 0.0 0.0
N 2.24929 -0.63478 -1.85059 -0.1 -0.1 0.0
H 2.53529 -3.74658 -2.38068 0.0 0.0 0.0
H 1.22957 -2.81960 -1.79310 0.0 0.0 0.0
H 4.51099 -2.58087 -3.40926 0.0 0.0 0.0
H 5.69552 -0.40449 -3.55518 0.0 0.0 0.0
H 4.56689 1.65674 -2.66282 0.0 0.0 0.0
H 2.33564 1.38228 -1.57552 0.0 0.0 0.0
C 1.45290 2.41805 0.93961 0.1 0.0 -0.1
H 1.77549 3.37845 1.34146 0.0 0.0 0.0
H 1.32713 2.49422 -0.13741 0.0 0.0 0.0
H 2.21192 1.66131 1.15153 0.0 0.0 0.0
```
Forces are in eV/Å.

Gap between HOMO and LUMO   0.1233 Ha
M   757.9 g mol⁻¹
Net charge   -2
Energy above the lowest of the compared OMol25 structures with the same formula, charge and spin   0.0 kJ/mol

Let us look at the Mulliken charges, expressed in e, one per atom: 0.721, -0.757, -0.919, 0.613, -0.357, -0.743, 1.123, -1.112, -0.399, -0.519, -0.364, -0.095, 0.911, -0.941, -0.790, -0.722, -0.511, 1.296, 0.413, 0.363, 0.371, 0.484, 0.552, 0.420, 0.494, 0.198, -0.105, -0.180, -0.711, -0.622, -0.961, 1.175, -0.832, -0.970, 0.180, 0.026, 0.511, 0.239, -0.072, 0.359, 0.362, 0.357, 0.357, 0.446, 0.271, -0.112, 0.745, -1.102, -0.167, 0.266, -0.350, -0.467, -0.480, -0.430, -0.294, -1.038, 1.106, -0.640, 0.635, -0.354, -0.925, -0.333, -0.889, 0.251, 0.331, 0.308, 0.345, 0.310, 0.457, -0.218, 0.377, 0.334, 0.349, 0.484, -0.295, 0.624, -0.997, -0.236, -1.024, -0.196, 0.329, 0.292, -0.091, 0.390, 0.372, 0.438, 0.240, -0.718, 0.418, 0.081, 0.312

---

2.
Molecular formula: C4H15N3
Method: DFT, wB97M-V/def2-TZVPD

```
22
Properties=species:S:1:pos:R:3:forces:R:3
C 1.51991 -0.38149 0.50735 0.6 -2.3 0.6
C 0.32498 2.18233 1.05404 0.0 -0.1 -0.3
C 0.66403 -1.33932 1.11265 1.0 1.1 -0.2
N 0.49966 1.25583 -0.06754 -1.6 0.2 -0.1
N 2.13495 -0.73007 -0.70877 -0.1 0.1 0.0
H 0.81750 1.76024 -0.89217 0.0 -0.1 0.1
H 2.23294 0.14223 1.14959 -0.7 0.7 -0.2
H 1.55635 -1.32792 -1.28344 0.0 0.0 0.0
H 2.46668 0.06462 -1.23941 0.0 -0.2 0.1
H 1.27129 2.67529 1.27646 0.0 0.1 0.1
H 0.02480 1.60644 1.92647 0.0 0.0 0.1
H -0.43717 2.94024 0.85414 0.0 0.0 0.1
H 0.78034 -2.35967 0.76329 -0.4 0.1 -0.2
H 0.48052 -1.21244 2.17473 0.1 -0.1 0.0
H -0.99064 -0.88768 0.37084 -1.3 0.8 -1.0
C -2.08963 -1.03510 -1.45196 0.0 -0.2 0.1
N -1.72988 -0.32277 -0.23206 0.6 -0.7 0.8
H -2.55300 -0.13798 0.33326 0.1 -0.1 0.0
H -0.46594 0.77153 -0.28197 1.4 0.8 0.2
H -1.17617 -1.26546 -2.00455 0.0 0.0 0.0
H -2.60987 -1.98372 -1.26853 0.0 0.1 -0.1
H -2.72164 -0.41511 -2.09242 0.0 0.0 0.0
```
Forces are in eV/Å.

Gap between HOMO and LUMO   0.2880 Ha
M   105.2 g mol⁻¹
SMILES string   C=CN.CN.CN
Energy above the lowest of the compared OMol25 structures with the same formula, charge and spin   246.9 kJ/mol

Let us look at the natural (NBO) charges, expressed in e, one per atom: 0.172, -0.421, -0.834, -0.785, -0.824, 0.358, 0.178, 0.363, 0.362, 0.190, 0.201, 0.188, 0.215, 0.204, 0.414, -0.407, -0.920, 0.361, 0.439, 0.182, 0.174, 0.188

---

3.
Molecular formula: C33H51N3SSi2V
Method: DFT, wB97M-V/def2-TZVPD

```
91
Properties=species:S:1:pos:R:3:forces:R:3
V 0.04722 -0.74034 -0.06791 1.4 0.2 -1.8
C -2.18075 -3.61582 -2.11950 0.0 0.0 0.0
C -2.23834 -2.16783 -1.70885 0.0 0.0 0.1
C -2.61847 -1.19106 -2.61307 0.0 0.0 0.0
C -2.86182 0.12112 -2.19840 0.0 0.0 0.0
C -2.72046 0.47771 -0.87240 0.0 0.0 0.0
C -2.29827 -0.47800 0.06054 -0.3 0.0 0.0
C -2.03992 -1.79522 -0.36414 -0.5 -0.1 -0.1
H -3.18766 -3.99149 -2.31149 0.0 0.0 0.0
H -1.74560 -4.23925 -1.33704 0.0 0.0 0.0
H -1.60526 -3.75934 -3.03632 0.0 0.0 0.0
H -2.78106 -1.46102 -3.65159 0.0 0.0 0.0
H -3.18049 0.86288 -2.91747 0.0 0.0 0.0
H -2.92656 1.48977 -0.55662 0.0 0.0 0.0
H -2.33044 -0.24831 1.11892 0.1 0.0 0.0
H -1.93734 -2.57560 0.37351 0.2 -0.1 0.1
C 1.50156 -2.14496 -2.94833 0.0 0.0 0.0
C 1.37031 -3.15736 -1.81394 0.0 0.0 0.0
N 1.60820 -2.55341 -0.51357 -0.3 0.0 0.1
C 2.98158 -2.25931 -0.11595 0.0 0.0 0.0
C 3.51578 -0.91455 -0.60700 0.0 -0.1 0.0
S 2.38231 0.47708 -0.29604 0.0 0.0 0.3
C 2.28779 1.23817 -1.92453 0.0 -0.1 0.1
C 1.83309 0.29918 -3.04725 0.0 0.1 -0.1
N 0.94785 -0.81485 -2.63564 -0.2 0.1 0.3
H 1.05305 -2.56918 -3.85204 0.0 0.0 0.0
H 2.56029 -2.02213 -3.17478 0.0 0.0 0.0
H 2.04397 -4.00102 -2.02070 0.0 0.0 0.0
H 0.35588 -3.55393 -1.78971 0.0 0.0 0.0
H 1.18965 -3.12705 0.21017 0.1 0.0 -0.1
H 3.67026 -3.04763 -0.44911 0.0 0.0 0.0
H 2.99824 -2.26156 0.97565 0.0 0.0 0.0
H 3.73866 -0.93594 -1.67236 0.0 0.0 0.0
H 4.45329 -0.70743 -0.09113 0.0 0.0 0.0
H 3.25769 1.67507 -2.16552 0.0 0.0 0.0
H 1.56502 2.05047 -1.75942 0.0 0.0 0.0
H 2.71209 -0.12518 -3.53403 0.0 0.0 0.0
H 1.33694 0.91029 -3.80462 0.0 -0.1 0.1
H 0.03959 -0.70031 -3.06992 0.0 0.0 -0.1
C -0.79174 2.17412 -4.32748 0.0 0.0 0.0
Si -0.97685 3.39546 -2.86696 0.0 0.1 0.0
C -2.77410 4.01492 -2.95119 0.0 0.0 0.0
C 0.01909 4.91377 -3.41118 0.0 0.0 0.0
C -0.47571 2.69233 -1.29178 0.1 0.2 0.0
Si -0.72374 3.53777 0.27802 0.0 0.0 0.0
C 0.33340 2.84087 1.68279 0.0 0.0 0.0
C -0.34532 5.38595 0.15527 0.0 0.0 0.0
C -2.48646 3.48400 1.01177 0.0 -0.1 0.0
H -1.61465 2.29280 -5.03865 0.0 0.0 0.0
H -0.78359 1.12819 -4.00697 -0.1 0.0 0.0
H 0.13440 2.36829 -4.87694 0.0 0.0 0.0
H -2.96979 4.57843 -3.86909 0.0 0.0 0.0
H -2.98233 4.67795 -2.10568 0.0 0.0 0.0
H -3.49927 3.19533 -2.90040 0.0 0.0 0.0
H -0.20106 5.17892 -4.45054 0.0 0.0 0.0
H 1.09205 4.72060 -3.32548 0.0 0.0 0.0
H -0.20581 5.78571 -2.79243 0.0 0.0 0.0
H -0.33507 1.60944 -1.25945 -0.2 -0.1 0.0
H 1.39209 3.08190 1.55191 0.0 0.0 0.0
H 0.24397 1.75042 1.72814 -0.1 0.1 -0.1
H 0.00910 3.22865 2.65362 0.0 0.0 0.0
H 0.63182 5.55681 -0.30181 0.0 0.0 0.0
H -0.34938 5.84561 1.14804 0.0 0.0 0.0
H -1.09112 5.91085 -0.44915 0.0 0.0 0.0
H -2.71391 2.49588 1.42956 0.0 0.0 0.0
H -3.24326 3.70572 0.25320 0.0 0.0 0.0
H -2.60591 4.20817 1.82396 0.0 0.0 0.0
N 0.19933 -1.25910 1.63542 -0.3 -0.4 1.5
C 0.33600 -1.70940 2.81154 0.2 0.1 -0.1
C 0.29400 -0.78925 3.98692 0.0 0.0 0.1
C -0.42364 -1.12515 5.13280 0.0 0.0 0.0
C -0.49035 -0.24184 6.19885 0.0 0.0 0.0
C 0.17564 0.97552 6.13555 0.0 0.0 0.0
C 0.90103 1.30967 5.00104 0.0 0.0 0.0
C 0.95673 0.43190 3.92880 0.0 0.0 0.0
C 0.64646 -3.15329 3.08224 0.0 0.0 0.0
C 1.49422 -3.50593 4.13186 0.0 0.0 0.0
C 1.84818 -4.83099 4.34214 0.0 0.0 0.0
C 1.34615 -5.82873 3.51969 0.0 0.0 0.0
C 0.48634 -5.49315 2.48264 0.0 0.0 0.0
C 0.14403 -4.16706 2.26763 0.1 0.0 0.1
H -0.93879 -2.07752 5.18347 0.0 0.0 0.0
H -1.06387 -0.50147 7.07937 0.0 0.0 0.0
H 0.12599 1.66355 6.96962 0.0 0.0 0.0
H 1.41678 2.25947 4.94432 0.0 0.0 0.0
H 1.50409 0.69696 3.03235 0.0 -0.1 0.1
H 1.88797 -2.73318 4.78036 0.0 0.0 0.0
H 2.51774 -5.08378 5.15421 0.0 0.0 0.0
H 1.61541 -6.86294 3.69052 0.0 0.0 0.0
H 0.07323 -6.26675 1.84736 0.0 0.0 0.0
H -0.53737 -3.90907 1.47184 -0.1 0.1 -0.1
```
Forces are in eV/Å.

Gap between HOMO and LUMO (alpha / beta)   0.2102 / 0.2030 Ha
M   629.0 g mol⁻¹
2S+1   4
Energy above the lowest of the compared OMol25 structures with the same formula, charge and spin   218.8 kJ/mol

Let us look at the Mulliken charges, expressed in e, one per atom: 1.321, -1.878, 1.333, -1.198, -0.462, -0.510, -1.243, -0.089, 0.443, 0.370, 0.321, 0.390, 0.478, 0.495, 0.710, 0.726, -0.893, -0.614, 0.283, -0.783, -1.018, 0.071, 0.155, -0.949, 0.147, 0.389, 0.576, 0.541, -0.075, -0.115, 0.429, 0.273, 0.415, 0.661, 0.794, -0.836, 0.563, 0.149, -0.210, -1.080, 0.169, -1.140, -1.267, 0.982, -0.352, -0.461, -1.163, -1.189, 0.458, -0.046, 0.501, 0.390, 0.292, 0.281, 0.337, 0.321, 0.303, 0.015, 0.429, -0.545, 0.390, 0.318, 0.319, 0.274, 0.287, 0.358, 0.430, -0.335, -0.691, -0.027, -0.104, -0.816, -0.444, -0.675, -0.163, 0.702, -0.339, -0.821, -0.474, -0.925, 0.171, 0.486, 0.395, 0.392, 0.447, 0.467, 0.511, 0.416, 0.393, 0.433, 0.227

---

4.
Molecular formula: C38H35Br2N4
Method: DFT, wB97M-V/def2-TZVPD

```
79
Properties=species:S:1:pos:R:3:forces:R:3
Br 5.09197 3.41663 -2.95983 -0.3 -0.3 0.0
C 4.04257 1.88553 -2.62458 0.0 0.4 -0.1
C 2.66746 1.93232 -2.74936 -0.5 0.4 -0.2
C 1.90335 0.81678 -2.48284 0.0 0.0 0.0
C 2.50931 -0.38737 -2.08799 -0.2 -0.2 0.0
C 1.72369 -1.55019 -1.82006 0.4 0.5 -0.1
C 2.27408 -2.77684 -1.52215 0.1 -0.6 0.1
C 1.56743 -3.92993 -1.25657 0.4 0.4 -0.1
C 2.18229 -5.17400 -0.90915 0.1 -0.2 0.0
C 1.40776 -6.32778 -0.69759 0.2 0.1 0.0
C 2.00296 -7.51890 -0.33893 -0.5 -0.2 0.0
C 3.37357 -7.59398 -0.18167 0.1 -0.4 0.1
Br 4.18894 -9.21732 0.33414 -0.2 0.3 -0.1
C 4.15806 -6.47956 -0.39307 0.5 0.5 -0.1
C 3.57562 -5.28601 -0.75271 -0.1 -0.2 0.0
C 3.91149 -0.40699 -1.97711 0.2 0.2 0.0
C 4.66307 0.71403 -2.24127 0.4 -0.7 0.2
H 2.20380 2.85518 -3.05680 -0.2 0.1 0.0
H 0.83186 0.86205 -2.57676 -0.2 0.1 0.0
H 0.65298 -1.46803 -1.86187 -0.4 0.2 0.0
H 3.34356 -2.84680 -1.52562 0.2 0.0 0.1
H 0.49482 -3.88686 -1.31419 -0.4 -0.1 0.0
H 0.34083 -6.27689 -0.82209 -0.3 0.0 0.0
H 1.41184 -8.40306 -0.17323 -0.2 -0.1 0.0
H 5.22751 -6.54768 -0.27043 0.1 0.0 0.0
H 4.20342 -4.42914 -0.90726 0.2 0.1 0.0
H 4.41883 -1.30432 -1.67579 0.2 -0.1 0.1
H 5.73688 0.68360 -2.14987 0.1 0.0 0.0
C -5.50255 5.33130 -2.93467 -0.1 0.3 0.0
C -5.35228 4.36984 -3.91230 0.0 0.0 -0.2
C -4.89149 3.11423 -3.57609 0.1 -0.1 0.0
C -4.57151 2.80361 -2.26331 -0.1 0.4 0.0
C -4.09747 1.42770 -1.91795 0.7 -0.5 0.9
N -3.66641 1.26090 -0.51591 -0.4 0.3 0.1
C -4.46489 0.32916 0.29751 0.7 0.1 -0.4
C -4.28031 0.58111 1.78717 0.7 0.5 0.2
N -2.85631 0.70750 2.12871 0.4 0.2 -0.4
C -2.36114 0.20263 3.41695 -0.1 0.0 -0.9
C -1.22412 1.06705 3.94300 0.2 0.6 -0.5
N -0.21883 1.34044 2.90237 0.2 -0.6 0.2
C 1.11391 1.75362 3.38370 -1.2 0.2 -0.5
C 2.21695 0.79604 3.06096 0.2 -0.3 -0.1
C 3.52827 1.12942 3.36309 -0.1 0.1 0.0
C 4.55843 0.25195 3.09764 0.2 0.1 0.1
C 4.28729 -0.97448 2.52706 0.2 -0.3 -0.1
C 2.98682 -1.32389 2.22573 0.1 0.0 -0.1
C 1.96043 -0.44183 2.49543 -0.2 0.1 0.0
C -0.64187 1.57434 1.57293 0.3 0.2 1.1
C 0.19383 2.12290 0.60615 0.6 0.0 0.4
N -0.17488 2.45949 -0.61821 -0.1 -0.1 0.1
C -1.43776 2.21802 -0.92579 -0.5 0.0 -0.6
C -2.36577 1.61300 -0.08542 -1.0 -0.7 -0.6
C -1.95999 1.29570 1.21104 -1.1 -0.8 1.1
C -4.73527 3.77713 -1.29240 0.1 -0.2 0.1
C -5.19617 5.03524 -1.62224 0.0 0.1 0.0
H -5.86389 6.31226 -3.19500 -0.1 0.2 -0.1
H -5.59858 4.59961 -4.93662 0.0 0.0 -0.1
H -4.78247 2.36015 -4.33575 0.0 -0.2 -0.3
H -4.90125 0.71527 -2.12003 0.1 0.0 0.2
H -3.27237 1.14007 -2.57424 0.0 0.0 -0.2
H -5.51716 0.41572 0.00859 0.2 0.1 0.2
H -4.14501 -0.68694 0.04548 -0.1 -0.3 0.2
H -4.78316 1.50555 2.08584 -0.2 0.0 -0.1
H -4.71649 -0.22432 2.38534 0.1 0.0 -0.2
H -3.19455 0.16560 4.12452 0.2 0.2 0.0
H -2.02437 -0.82771 3.27002 0.2 -0.1 0.2
H -1.61247 2.03023 4.28929 -0.3 0.0 0.2
H -0.73084 0.59372 4.79800 -0.1 -0.1 -0.2
H 1.34282 2.74077 2.97445 0.1 0.1 0.0
H 1.06470 1.88490 4.46770 -0.1 0.0 -0.1
H 3.73668 2.08276 3.81646 0.1 0.3 0.1
H 5.57388 0.52151 3.34044 0.1 0.0 0.0
H 5.09050 -1.66332 2.32491 0.2 -0.1 0.0
H 2.77154 -2.28370 1.78313 0.0 -0.2 0.0
H 0.94336 -0.70721 2.27060 -0.3 -0.1 -0.1
H 1.22599 2.30184 0.85207 0.3 0.1 0.1
H -1.75010 2.52670 -1.90819 -0.1 0.1 -0.3
H -4.49564 3.53634 -0.27251 0.1 0.0 0.3
H -5.31797 5.78356 -0.85502 0.0 0.1 0.1
```
Forces are in eV/Å.

Gap between HOMO and LUMO   0.1327 Ha
M   707.5 g mol⁻¹
Net charge   +1
Energy above the lowest of the compared OMol25 structures with the same formula, charge and spin   0.0 kJ/mol

Let us look at the Mulliken charges, expressed in e, one per atom: -0.114, 0.024, -0.516, -0.352, 0.953, -0.403, -0.125, -0.573, 0.957, -0.521, -0.556, 0.064, -0.111, -0.745, -0.331, -0.386, -0.845, 0.459, 0.367, 0.501, 0.187, 0.467, 0.410, 0.435, 0.445, 0.405, 0.383, 0.452, -0.380, -0.599, -0.634, 1.096, -1.972, 0.563, -0.847, -0.834, -0.058, -0.809, -0.849, 0.468, -2.046, 1.037, -0.608, -0.648, -0.522, -0.663, -0.024, 0.699, -1.117, -0.533, -1.407, 0.647, 0.493, 0.075, -0.801, 0.387, 0.385, 0.409, 0.565, 0.459, 0.524, 0.328, 0.279, 0.508, 0.509, 0.262, 0.349, 0.519, 0.501, 0.570, 0.453, 0.415, 0.430, 0.534, 0.353, 0.386, 0.499, 0.321, 0.399